(P)
The following is a DFT calculation (ωB97M-V/def2-TZVPD) of a cluster of 2 separate species, C6H15NO in total.

```
23
Properties=species:S:1:pos:R:3
H -1.255 0.773 -0.853
C -1.059 -1.286 1.293
H 0.781 5.756 0.527
O 0.266 5.901 1.347
H 0.462 -2.708 0.013
N -1.851 -0.511 2.169
C 1.700 -2.314 -2.702
H -0.838 1.322 0.718
C -0.184 -0.731 0.359
H -2.304 0.233 1.615
H 0.126 5.053 1.705
H 0.896 -0.442 -2.225
H 1.733 -3.391 -2.491
H -0.294 -1.783 -2.400
H -0.744 -2.296 1.422
H 1.763 -1.512 0.118
H 0.442 0.953 -0.524
H 1.560 -2.226 -3.763
C 0.673 -1.602 -0.335
H -2.495 -0.914 2.804
C 0.725 -1.507 -1.892
C -0.478 0.694 -0.080
H 2.736 -1.965 -2.476
```

Gap between HOMO and LUMO: 8.30 eV
E_HOMO: -7.617 eV
Multiplicity: 1
LUMO level: 0.68 eV
Net charge: 0

***

(Q)
The following is a DFT calculation (ωB97M-V/def2-TZVPD) of the molecule C6H15NO.

```
23
Properties=species:S:1:pos:R:3
H 0.281 3.182 -2.597
H 0.838 2.527 0.729
H -0.101 1.692 -3.104
H 0.084 -2.521 3.095
N 0.195 0.412 -0.594
H 0.098 -1.397 -1.528
H -1.504 -0.601 -1.177
C -0.334 1.742 -0.868
H -0.835 2.576 1.081
H 1.105 0.373 -0.171
H 1.416 -2.342 0.569
H 1.254 -1.097 1.712
H 1.350 1.827 -2.202
H -1.419 1.647 -1.109
H -0.266 3.770 -0.084
H -1.263 -1.130 1.303
C 0.311 2.161 -2.201
O 0.312 -2.913 2.239
C -0.506 -0.823 -0.778
C 0.689 -1.935 1.306
C -0.613 -1.587 0.527
H -1.025 -2.620 0.409
C -0.136 2.751 0.266
```

Gap between HOMO and LUMO: 8.96 eV
E_HOMO: -8.066 eV
Multiplicity: 1
LUMO level: 0.90 eV
Net charge: 0

***

(R)
The following is a DFT calculation (ωB97M-V/def2-TZVPD) of a structure of composition C6H15NO.

```
23
Properties=species:S:1:pos:R:3
C 2.023 -0.386 0.812
H 2.747 -0.044 0.068
N -1.190 1.189 -0.445
H -0.221 0.324 1.233
H 1.169 2.166 1.806
H -1.121 1.518 -1.445
O -3.867 0.115 0.172
H -1.275 -1.207 -0.203
C 0.005 1.071 0.149
C 0.523 -0.291 0.496
H 2.341 -1.378 1.111
H -0.469 -2.747 -1.680
H 1.699 2.455 0.068
C 0.389 -1.958 -1.480
H -0.172 -2.415 0.586
H 2.284 0.263 1.692
H 1.474 -2.522 -1.496
H 0.414 -1.160 -2.358
H -4.654 0.516 -0.301
H 0.209 3.144 0.648
C -0.111 -1.472 -0.076
H -2.978 0.626 -0.040
C 0.780 2.192 0.685
```

Gap between HOMO and LUMO: 8.27 eV
E_HOMO: -7.816 eV
Multiplicity: 1
LUMO level: 0.45 eV
Net charge: 0

***

(S)
The following is a DFT calculation (ωB97M-V/def2-TZVPD) of the molecule C6H15NO.

```
23
Properties=species:S:1:pos:R:3
H 0.087 0.759 2.461
H 0.523 0.692 -2.256
H 1.311 1.303 0.246
H -0.116 -0.967 -0.568
C 0.981 0.327 0.577
C -1.401 -0.590 1.608
H 1.170 -0.988 -2.566
C -2.402 -0.540 0.420
H 1.737 -0.099 1.234
H -3.227 -1.249 0.528
H 3.201 -0.618 -1.257
H -3.754 0.824 0.963
H 2.748 1.148 -1.226
N 0.816 -0.583 -0.561
H -1.054 -1.605 1.751
C 1.201 -0.106 -1.911
H 3.268 0.377 -2.708
C -0.312 0.536 1.482
O -2.949 0.783 0.456
C 2.708 0.195 -1.788
H -1.929 -0.613 -0.582
H -1.809 -0.389 2.614
H -0.797 1.402 1.084
```

Gap between HOMO and LUMO: 9.23 eV
E_HOMO: -8.304 eV
Multiplicity: 1
LUMO level: 0.92 eV
Net charge: 0

***

Stability, lowest: (R)

***

(P)
The following is a DFT calculation (ωB97M-V/def2-TZVPD) of the molecule C6H15NO.

```
23
Properties=species:S:1:pos:R:3
C 2.038 0.010 1.388
H -3.426 1.216 -1.050
H -1.308 1.070 -2.804
H -0.405 -1.204 1.635
C 1.710 -1.907 -0.051
N 1.264 -0.583 0.296
H -1.649 -0.329 -1.736
H -1.134 2.423 -0.460
C -0.803 1.415 -0.717
H 1.042 -2.253 -0.862
H -1.901 0.666 0.916
H -0.423 1.411 1.424
H 1.664 -0.297 2.391
C -0.834 0.709 0.685
H 3.041 -0.402 1.491
O -2.972 1.250 -1.895
H 2.709 -1.890 -0.459
H 1.955 1.109 1.313
H -0.596 -1.348 -0.010
H 1.567 -2.774 0.614
H 0.228 1.567 -1.029
C -0.148 -0.620 0.717
C -1.619 0.763 -1.797
```

Gap between HOMO and LUMO: 9.87 eV
E_HOMO: -8.895 eV
Multiplicity: 1
LUMO level: 0.97 eV
Net charge: 0

***

(Q)
The following is a DFT calculation (ωB97M-V/def2-TZVPD) of a cluster of 2 separate species, C6H15NO in total.

```
23
Properties=species:S:1:pos:R:3
C -1.146 -1.005 -0.562
C 0.017 -0.197 -0.257
H 0.470 -2.544 1.401
H 0.764 -1.519 2.773
H 0.871 1.886 -0.801
C 1.177 0.172 -2.288
H -1.185 -1.901 -0.166
H -2.104 -0.422 -0.239
C 0.338 0.877 -1.239
H -1.854 2.192 0.270
H -0.877 -1.756 2.139
H -1.404 1.220 1.212
C 0.557 -0.335 0.992
H 1.271 1.736 1.091
H 0.584 -0.651 -2.759
H 1.695 0.820 2.424
N 1.006 0.907 1.701
C 0.262 -1.524 1.808
O -2.207 1.550 0.850
H 2.062 -0.395 -1.796
H -1.305 -1.197 -1.723
H -0.569 1.336 -1.727
H 1.579 0.750 -3.104
```

Gap between HOMO and LUMO: 8.62 eV
E_HOMO: -7.781 eV
Multiplicity: 1
LUMO level: 0.84 eV
Net charge: 0

***

(R)
The following is a DFT calculation (ωB97M-V/def2-TZVPD) of a cluster of 2 separate species, C6H15NO in total.

```
23
Properties=species:S:1:pos:R:3
C -1.057 1.334 1.242
H -0.562 2.130 -1.406
H -0.925 -0.897 -1.151
H -1.620 -0.826 1.136
C 2.408 0.293 -0.053
H -0.038 -3.203 -1.466
O 0.826 -3.021 -0.955
H 2.898 -0.363 0.760
C -1.898 0.147 0.646
H -0.782 1.314 2.334
H 0.582 -4.008 -0.756
C -0.285 1.157 -0.908
H -1.741 2.216 1.195
H 0.589 -0.714 0.440
C 0.981 0.297 0.745
H 3.108 1.109 0.114
N 0.150 1.431 0.412
H -2.950 0.306 0.685
H 2.374 -0.167 -1.076
C -1.384 0.083 -0.831
H -2.320 0.219 -1.469
H 0.529 0.736 -1.510
H 1.118 0.427 1.874
```

Gap between HOMO and LUMO: 9.04 eV
E_HOMO: -8.620 eV
Multiplicity: 1
LUMO level: 0.42 eV
Net charge: 0

***

Stability, lowest: (R)

***

(P)
The following is a DFT calculation (ωB97M-V/def2-TZVPD) of the molecule C4H8O.

```
13
Properties=species:S:1:pos:R:3
H -0.881 0.012 -1.962
H -2.149 -0.382 0.310
C -0.417 0.272 -1.006
H 0.492 -0.024 1.774
H -0.282 -1.545 1.309
H 0.229 1.170 -1.078
H 1.155 -1.410 -0.798
O 1.881 0.464 -0.472
C -1.224 0.210 0.315
H -1.469 1.188 0.743
C -0.023 -0.539 0.959
H 1.930 1.065 0.287
C 0.759 -0.481 -0.381
```

Gap between HOMO and LUMO: 11.23 eV
E_HOMO: -10.125 eV
Multiplicity: 1
LUMO level: 1.11 eV
Net charge: 0

***

(Q)
The following is a DFT calculation (ωB97M-V/def2-TZVPD) of the molecule C4H8O.

```
13
Properties=species:S:1:pos:R:3
C -0.408 0.210 -0.489
H -0.235 -0.591 -1.214
H -1.733 -0.991 0.734
H -2.024 0.751 0.902
H 3.008 0.149 -0.122
C 2.023 -0.312 -0.336
C -1.748 -0.038 0.193
H 0.670 -0.459 1.282
H -0.437 1.154 -1.048
H 1.051 1.202 0.852
H -2.539 -0.102 -0.562
O 1.943 -1.199 -1.155
C 0.822 0.217 0.426
```

Gap between HOMO and LUMO: 10.96 eV
E_HOMO: -9.891 eV
Multiplicity: 1
LUMO level: 1.06 eV
Net charge: 0

***

(R)
The following is a DFT calculation (ωB97M-V/def2-TZVPD) of the molecule C4H8O.

```
13
Properties=species:S:1:pos:R:3
H -0.922 -0.791 1.639
C -1.204 -0.641 0.592
C 0.951 0.859 0.330
H -2.043 0.055 0.548
O -0.676 0.422 -1.502
H -1.532 -1.604 0.182
H 1.570 -1.300 0.290
H 1.059 0.937 1.410
C 1.262 -0.465 -0.334
H 1.712 -0.434 -1.320
C -0.146 0.013 -0.263
H -1.249 1.190 -1.358
H 1.218 1.761 -0.214
```

Gap between HOMO and LUMO: 10.84 eV
E_HOMO: -9.809 eV
Multiplicity: 1
LUMO level: 1.03 eV
Net charge: 0

***

Stability, lowest: (P)

***

(P)
The following is a DFT calculation (ωB97M-V/def2-TZVPD) of the molecule C6H12N2O.

```
21
Properties=species:S:1:pos:R:3
H -0.197 0.659 -3.874
H -0.444 -0.976 -3.094
H 0.212 1.676 -1.660
O -0.551 -0.850 3.011
C 0.120 -0.363 2.136
H 1.936 -0.243 3.087
H -0.514 -2.131 -0.860
N 0.332 -0.238 -0.328
C -0.974 1.619 0.747
H -1.481 1.738 1.705
C -0.659 0.157 0.544
C 0.432 -1.667 -0.556
C -0.239 0.078 -2.960
H -0.066 2.218 0.758
C 0.035 0.616 -1.784
H 1.922 0.238 1.411
H 0.779 -2.165 0.348
H 1.164 -1.836 -1.346
H -1.656 1.975 -0.024
N 1.426 -0.058 2.234
H -1.576 -0.448 0.504
```

Gap between HOMO and LUMO: 9.29 eV
E_HOMO: -8.346 eV
Multiplicity: 1
LUMO level: 0.94 eV
Net charge: 0

***

(Q)
The following is a DFT calculation (ωB97M-V/def2-TZVPD) of a structure of composition C6H12N2O.

```
21
Properties=species:S:1:pos:R:3
H -1.999 -0.632 -0.083
O -1.055 1.552 -0.784
C 1.185 1.414 -1.548
C 0.136 -0.631 -0.453
H -0.776 -1.945 2.036
C 0.206 0.917 -0.701
H 1.760 -0.986 -1.486
H -1.462 -0.467 2.251
H -1.248 1.732 -1.711
C 0.439 -0.420 1.506
H 1.493 1.440 1.308
H -1.295 -2.233 -0.364
H 1.072 2.369 -2.041
N -0.590 -0.980 2.283
N 1.131 -1.422 -0.814
H 2.120 0.897 -1.692
C -1.268 -1.188 -0.665
H -0.240 1.610 1.770
C 0.509 0.996 1.281
H -1.510 -1.099 -1.726
H 1.392 -0.921 1.636
```

Gap between HOMO and LUMO (alpha / beta): 7.34 / 6.72 eV
E_HOMO (alpha / beta): -7.557 / -7.180 eV
Multiplicity: 1
LUMO level (alpha / beta): -0.22 / -0.46 eV
Net charge: 0

***

Stability, lowest: (Q)